(A)
{"formula": "C19H23N3O4", "method": "ωB97M-V with the def2-TZVPD basis set", "e_homo_ev": -8.11, "homo_lumo_gap_ev": 8.794, "total_charge": 0, "elements": ["C", "C", "O", "C", "C", "C", "C", "C", "C", "N", "C", "O", "N", "N", "C", "O", "C", "C", "C", "C", "C", "C", "O", "C", "C", "C", "H", "H", "H", "H", "H", "H", "H", "H", "H", "H", "H", "H", "H", "H", "H", "H", "H", "H", "H", "H", "H", "H", "H"], "positions_angstrom": [[-4.02187, -1.03366, -3.39033], [-4.47079, -0.91565, -1.94215], [-3.50340, -0.14585, -1.25621], [-3.67200, 0.08741, 0.08451], [-4.74141, -0.35411, 0.84375], [-4.80441, -0.05553, 2.19802], [-3.80346, 0.68184, 2.79692], [-2.72677, 1.13144, 2.04893], [-2.65147, 0.84234, 0.69697], [-1.60055, 1.25034, -0.12974], [-0.49583, 1.96725, 0.20032], [-0.21043, 2.39955, 1.30048], [0.29766, 2.26622, -0.90055], [1.58768, 2.73006, -0.59310], [2.64997, 2.11892, -1.17683], [2.50298, 1.38339, -2.13348], [3.98491, 2.47642, -0.56070], [4.08155, 1.86868, 0.85303], [3.54429, 0.46205, 0.84299], [4.25582, -0.56217, 0.23813], [3.73711, -1.84159, 0.14145], [2.47418, -2.11732, 0.65200], [1.85570, -3.33244, 0.59943], [2.52685, -4.39878, -0.02425], [1.75817, -1.09563, 1.27523], [2.28991, 0.17274, 1.36990], [-3.94362, -0.04653, -3.83833], [-4.74113, -1.62261, -3.95178], [-3.04973, -1.51695, -3.44081], [-5.45126, -0.42320, -1.88694], [-4.54970, -1.91199, -1.48645], [-5.53332, -0.93175, 0.39394], [-5.64516, -0.40744, 2.77622], [-3.85298, 0.91223, 3.84974], [-1.93988, 1.70743, 2.50532], [-1.71530, 0.96056, -1.09142], [0.35316, 1.62466, -1.68808], [1.62134, 3.11957, 0.34313], [4.10314, 3.55990, -0.52006], [4.76035, 2.05750, -1.20200], [3.50918, 2.47241, 1.55974], [5.12619, 1.87716, 1.17083], [5.23486, -0.36226, -0.17276], [4.32329, -2.60813, -0.34047], [1.85264, -5.25146, 0.04299], [3.46444, -4.63972, 0.48780], [2.73343, -4.18356, -1.07787], [0.78100, -1.31815, 1.67477], [1.71467, 0.94643, 1.85782]]}

(B)
{"formula": "C19H23N3O4", "method": "ωB97M-V with the def2-TZVPD basis set", "e_homo_ev": -9.12, "homo_lumo_gap_ev": 8.596, "total_charge": 0, "elements": ["C", "C", "C", "C", "N", "C", "O", "C", "O", "N", "C", "C", "O", "N", "C", "C", "C", "C", "C", "C", "C", "C", "C", "C", "C", "O", "H", "H", "H", "H", "H", "H", "H", "H", "H", "H", "H", "H", "H", "H", "H", "H", "H", "H", "H", "H", "H", "H", "H"], "positions_angstrom": [[-4.92852, -1.79751, -1.05957], [-3.63500, -1.13657, -0.59124], [-2.81086, -2.10471, 0.25257], [-3.97937, 0.12829, 0.20623], [-2.80131, 0.90691, 0.53270], [-2.11967, 0.84907, 1.72076], [-2.39851, 0.19305, 2.68497], [-0.94481, 1.81703, 1.53675], [-0.03921, 2.04927, 2.29862], [-1.11993, 2.36172, 0.29689], [-0.26326, 3.35422, -0.32160], [0.99101, 2.70201, -0.94369], [1.25000, 2.80005, -2.12085], [1.72646, 2.03167, -0.04347], [2.79500, 1.11468, -0.40366], [3.97422, 1.30837, 0.54727], [4.92439, 0.12211, 0.45566], [4.21415, -1.12488, 0.96849], [2.91081, -1.34601, 0.25410], [2.34344, -2.61592, 0.23518], [1.15686, -2.86138, -0.42737], [0.52238, -1.82980, -1.09932], [1.07051, -0.56259, -1.07717], [2.25644, -0.30418, -0.39641], [-2.24025, 1.82223, -0.34435], [-2.64533, 2.11805, -1.42843], [-4.70567, -2.68992, -1.63823], [-5.53725, -2.08569, -0.20551], [-5.50482, -1.11957, -1.68420], [-3.05357, -0.83457, -1.46931], [-3.35383, -2.37691, 1.15479], [-2.60361, -3.01141, -0.31037], [-1.85945, -1.66663, 0.54670], [-4.45798, -0.13924, 1.15099], [-4.64326, 0.76880, -0.37930], [-0.83219, 3.84082, -1.11603], [0.03472, 4.08076, 0.43841], [1.44613, 2.02530, 0.92879], [3.08602, 1.37173, -1.42996], [3.59733, 1.38638, 1.57058], [4.48789, 2.23972, 0.30465], [5.22689, -0.02612, -0.58295], [5.82131, 0.31160, 1.04736], [4.01578, -1.01402, 2.03978], [4.84969, -2.00454, 0.84584], [2.84973, -3.42215, 0.74686], [0.73396, -3.85491, -0.43172], [-0.38961, -2.01337, -1.64703], [0.58219, 0.23874, -1.61320]]}

Most stable structure: (B)

(A)
{"formula": "C6H6O", "method": "ωB97M-V with the def2-TZVPD basis set", "e_homo_ev": -8.66, "homo_lumo_gap_ev": 9.620, "total_charge": 0, "elements": ["C", "C", "C", "C", "O", "C", "C", "H", "H", "H", "H", "H", "H"], "positions_angstrom": [[2.16656, 1.60151, -0.16412], [1.13847, 1.10618, 0.20403], [0.03249, 0.43636, 0.93051], [-0.29404, 0.74708, 2.20944], [-0.80148, -0.42568, 0.26143], [-0.44819, -0.99365, -0.96964], [-1.34100, -1.55701, -1.78456], [2.99654, 1.97613, -0.79533], [0.35509, 1.34986, 2.88223], [-1.09368, 0.22558, 2.72079], [0.59132, -0.81696, -1.25791], [-0.93712, -1.97414, -2.70044], [-2.36498, -1.67527, -1.53643]]}

(B)
{"formula": "C6H6O", "method": "ωB97M-V with the def2-TZVPD basis set", "e_homo_ev": -8.81, "homo_lumo_gap_ev": 9.502, "total_charge": 0, "elements": ["C", "C", "C", "C", "C", "O", "C", "H", "H", "H", "H", "H", "H"], "positions_angstrom": [[-0.78311, -1.91062, 1.58564], [-0.45158, -0.95891, 0.92521], [-0.07068, 0.18695, 0.10313], [1.43510, 0.52022, 0.18139], [-0.93837, 1.46954, 0.35180], [-1.38209, 1.45722, -0.89804], [-0.70575, 0.24557, -1.30836], [-1.08299, -2.74978, 2.17569], [1.76028, 1.06944, -0.71158], [2.03648, -0.39265, 0.25832], [1.65000, 1.14617, 1.05684], [-1.43433, -0.52113, -1.57159], [-0.03298, 0.43797, -2.14847]]}

(C)
{"formula": "C6H6O", "method": "ωB97M-V with the def2-TZVPD basis set", "e_homo_ev": -8.40, "homo_lumo_gap_ev": 8.868, "total_charge": 0, "elements": ["O", "C", "C", "C", "C", "C", "C", "H", "H", "H", "H", "H", "H"], "positions_angstrom": [[-1.46666, 0.70380, -1.96224], [-0.66316, 0.28508, -0.84753], [-0.26130, -1.08722, -0.55700], [0.15125, -1.31845, 0.70585], [0.95033, -0.34813, 1.35691], [0.91553, 0.98774, 0.84318], [-0.21158, 1.29397, 0.00895], [-1.75380, -0.02964, -2.50969], [-0.12178, -1.67335, -1.55356], [-0.00687, -2.25981, 1.13938], [1.57831, -0.63016, 2.21349], [1.60670, 1.72223, 1.11622], [-0.71697, 2.35394, 0.04603]]}

Most stable structure: (C)

(A)
{"formula": "C6H6O", "method": "ωB97M-V with the def2-TZVPD basis set", "e_homo_ev": -9.09, "homo_lumo_gap_ev": 9.624, "total_charge": 0, "elements": ["C", "C", "C", "C", "C", "H", "H", "H", "H", "C", "O", "H", "H"], "positions_angstrom": [[-0.07483, -2.07107, -2.02844], [-0.07082, -1.38947, -1.03449], [-0.18251, -0.65365, 0.15408], [-0.91938, 0.14931, 0.85860], [0.24558, -0.43317, 1.57658], [-0.11973, -2.71311, -2.87890], [-1.79370, 0.77184, 0.94161], [1.12223, 0.17655, 1.82364], [0.01910, -1.21433, 2.29857], [0.43922, 1.84069, -0.42864], [0.07991, 2.49972, 0.51723], [-0.21228, 1.60228, -1.29285], [1.46722, 1.43443, -0.50699]]}

(B)
{"formula": "C6H6O", "method": "ωB97M-V with the def2-TZVPD basis set", "e_homo_ev": [-7.65, -7.65], "homo_lumo_gap_ev": [7.495, 7.496], "total_charge": 0, "elements": ["O", "C", "C", "C", "C", "C", "C", "H", "H", "H", "H", "H", "H"], "positions_angstrom": [[-1.86175, 0.72597, -0.12969], [-0.72866, -0.65740, 0.62223], [0.41633, -0.74646, -0.29449], [0.09675, 0.25115, -1.47200], [-0.99840, 0.95414, -1.29767], [1.69776, -0.41211, 0.34813], [2.71610, -0.15261, 0.93434], [-1.90475, 1.55083, 0.39670], [-0.60821, -0.17532, 1.59066], [-1.51929, -1.40240, 0.55817], [0.47898, -1.74259, -0.75165], [-1.41491, 1.72171, -1.94282], [3.63005, 0.08509, 1.43809]]}

(C)
{"formula": "C6H6O", "method": "ωB97M-V with the def2-TZVPD basis set", "e_homo_ev": -7.79, "homo_lumo_gap_ev": 6.610, "total_charge": 0, "elements": ["C", "C", "C", "C", "O", "C", "C", "H", "H", "H", "H", "H", "H"], "positions_angstrom": [[1.01264, 0.62039, -0.99810], [-0.24999, -0.18820, -1.25568], [-1.28745, 0.08738, -0.38409], [-0.83220, 0.37167, 1.00600], [-1.45467, 1.04539, 1.79115], [0.49691, -0.32356, 1.21405], [0.93365, -0.57341, -0.22600], [0.84580, 1.64379, -1.29130], [-0.38361, -0.78177, -2.16050], [-2.28271, 0.44485, -0.62648], [1.28852, 0.28661, 1.64490], [0.34181, -1.23528, 1.80266], [1.57130, -1.39785, -0.51662]]}

Most stable structure: (C)

(A)
{"formula": "C6H6O", "method": "ωB97M-V with the def2-TZVPD basis set", "e_homo_ev": [-8.65, -8.65], "homo_lumo_gap_ev": [8.141, 8.142], "total_charge": 0, "elements": ["C", "C", "C", "C", "C", "C", "O", "H", "H", "H", "H", "H", "H"], "positions_angstrom": [[1.37631, 0.51274, -0.73312], [0.03556, 0.72321, -0.18532], [-0.63858, -0.27627, 0.87496], [-1.93343, -0.00154, 1.27822], [-3.10425, -0.44419, 1.84442], [-3.06160, 0.89378, 1.39975], [-3.53866, 1.98017, 1.23025], [1.81117, -0.43095, -0.40427], [2.02936, 1.33855, -0.41838], [1.34693, 0.54452, -1.82806], [-0.56617, 1.56702, -0.46716], [-0.07439, -1.14689, 1.16314], [-3.61131, -1.29845, 2.23571]]}

(B)
{"formula": "C6H6O", "method": "ωB97M-V with the def2-TZVPD basis set", "e_homo_ev": -9.08, "homo_lumo_gap_ev": 9.618, "total_charge": 0, "elements": ["C", "C", "C", "C", "C", "H", "H", "H", "H", "C", "O", "H", "H"], "positions_angstrom": [[2.85594, 0.57309, -0.05802], [1.65315, 0.52832, -0.00287], [0.26288, 0.57841, 0.16320], [-0.74438, 0.34352, 0.94691], [-1.03091, 1.24811, -0.19733], [3.91769, 0.66831, -0.06950], [-1.13224, -0.09385, 1.85048], [-1.62896, 0.91841, -1.05474], [-1.13241, 2.30250, 0.04825], [-0.77663, -1.76578, -0.40672], [-1.85996, -1.81147, 0.12508], [0.16052, -2.09718, 0.08302], [-0.64527, -1.40335, -1.44610]]}

Most stable structure: (A)

(A)
{"formula": "C3H5ClN2", "method": "ωB97M-V with the def2-TZVPD basis set", "e_homo_ev": [-9.89, -9.89], "homo_lumo_gap_ev": [9.676, 9.677], "total_charge": 0, "elements": ["C", "C", "C", "N", "N", "Cl", "H", "H", "H", "H", "H"], "positions_angstrom": [[0.10185, -1.22662, -0.02281], [0.64094, -0.06834, 0.69429], [-1.53439, 0.04112, -0.87895], [-0.85062, -1.19336, -0.82015], [-0.54389, 1.11310, -0.70649], [-2.77997, -0.05597, 0.43601], [0.33516, -2.21164, 0.15914], [0.28117, 0.11370, 1.61659], [1.71327, 0.15090, 0.69626], [-2.07360, 0.11093, -1.81475], [-0.84156, 1.83807, -0.02353]]}

(B)
{"formula": "C3H5ClN2", "method": "ωB97M-V with the def2-TZVPD basis set", "e_homo_ev": -8.61, "homo_lumo_gap_ev": 9.033, "total_charge": 0, "elements": ["H", "N", "C", "N", "C", "C", "Cl", "H", "H", "H", "H"], "positions_angstrom": [[2.59053, -2.04890, -0.24829], [1.80134, -1.34934, 0.03004], [2.30094, -0.16559, -0.01734], [1.53875, 1.00313, -0.04101], [0.06297, 1.03999, -0.07855], [-0.74754, -0.00348, 0.28721], [-2.41166, -0.22966, -0.07682], [3.53640, -0.07999, -0.50989], [2.14903, 1.97157, 0.49384], [-0.09873, 2.19868, -0.09676], [-0.25792, -0.93929, 0.59598]]}

Most stable structure: (B)